C2H2ClNS3 in the gas phase. Source: OMol25; level of theory: wB97M-V/def2-TZVPD.

XYZ file:
```
9
Properties=species:S:1:pos:R:3:forces:R:3
Cl 2.16071 2.63418 -0.39962 -0.30 -1.13 0.43
N 1.93442 1.10181 0.50242 4.17 1.04 1.10
C 0.81706 0.41618 0.28213 -3.82 -0.15 -0.23
C 0.55423 -0.88662 0.04814 -1.75 0.70 1.24
S 1.58650 -2.23313 0.06351 1.03 -0.55 -0.40
S 3.20575 -1.16466 -0.67460 0.42 -1.32 -0.96
S 3.55940 0.13484 0.75415 -2.78 1.85 -0.08
H -0.19030 0.95520 0.47639 2.06 -0.16 -0.61
H -0.52738 -1.09396 0.21660 0.98 -0.29 -0.49
```
Forces are in eV/Å.

Values from the calculation:
Orbital gap ... 0.294 Ha
Relative energy (zero: lowest compared OMol25 entry of this formula, charge and spin) ... 2.8 kcal per mole
HOMO ... -8.401 eV


A 2-piece molecular cluster, C2H2ClO3 overall. Source: OMol25; level of theory: wB97M-V/def2-TZVPD.

XYZ file:
```
8
Properties=species:S:1:pos:R:3:forces:R:3
C 2.08633 0.22977 0.04008 0.58 -0.27 0.36
C -1.72418 -0.60629 -0.23730 1.61 -0.19 -2.43
O 1.98821 0.13289 -1.08682 -0.55 -0.01 -2.78
O 2.44266 0.30720 1.12843 -0.07 0.28 2.16
O -0.34009 -0.43296 0.26242 0.00 -0.38 -2.05
Cl -2.50484 1.11561 0.12556 -0.27 0.55 -0.09
H -1.40513 -0.45545 -1.37069 -1.20 -0.25 1.50
H -0.54297 -0.29077 1.13832 -0.10 0.28 3.33
```
Forces are in eV/Å.

Values from the calculation:
Orbital gap ... 0.210 Ha
Relative energy (zero: lowest compared OMol25 entry of this formula, charge and spin) ... 62.1 kcal per mole
Charge ... -1
HOMO ... -2.291 eV